Entry 1:
DFT (ωB97M-V/def2-TZVPD) results for a 9-piece molecular cluster, C6H29NO8 overall in a non-equilibrium geometry.

```
44
Properties=species:S:1:pos:R:3:forces:R:3:lowdin_charge:R:1
C -1.651861 2.313026 -0.779600 -0.40 -0.22 -0.89 -0.09
C -0.915053 1.004076 -0.666685 -0.86 0.60 0.05 -0.17
C -0.431143 0.568531 0.493042 0.70 0.67 -1.30 -0.12
C 0.310118 -0.730075 0.637220 0.11 0.79 0.22 -0.18
C 1.783290 -0.544968 0.994005 0.92 -0.20 -0.60 -0.42
C 2.487186 -1.910362 0.791693 0.26 0.63 0.97 -0.06
N 2.428185 0.426237 0.093692 0.24 0.73 -0.45 0.03
H -1.773229 2.790972 0.189974 0.10 0.27 -0.15 0.08
H -1.253332 2.973552 -1.558937 0.62 0.19 0.50 0.06
H -2.639844 2.150977 -1.237326 -0.15 -0.29 0.57 0.07
H -0.948378 0.448772 -1.594654 0.30 -0.54 0.07 0.08
H -0.380287 1.399164 1.195089 -0.08 -0.68 0.82 0.10
H -0.215868 -1.370478 1.355924 0.31 0.00 0.14 0.10
H 0.266032 -1.281237 -0.307444 0.30 0.41 0.45 0.08
H 1.956742 -0.082842 1.972500 -0.38 -0.69 0.33 0.12
H 2.598921 -1.982995 -0.287780 -0.39 -0.75 -0.06 0.07
H 3.506409 -1.963610 1.192861 -0.05 0.43 0.05 0.07
H 1.960860 -2.710922 1.314805 -0.21 -0.21 -0.56 0.07
H 3.369637 0.139820 -0.152969 0.12 -0.02 0.50 0.07
H 2.016818 0.549224 -0.827870 -0.58 -0.13 0.45 0.03
O 1.691792 0.143397 -2.819725 0.23 -1.00 -1.45 -0.06
H 1.157309 -0.609387 -3.111088 -0.64 0.11 0.75 0.04
H 2.354134 0.086433 -3.527737 0.41 0.50 0.42 0.08
O 1.939214 2.743186 -2.663487 0.56 0.04 0.20 -0.07
H 1.552945 1.926408 -3.016628 -0.32 0.62 0.16 -0.02
H 1.489210 3.534160 -2.959239 -0.29 -0.21 -0.24 0.03
O -1.989133 1.086741 3.846407 0.18 -0.29 0.02 -0.05
H -2.171172 0.145668 3.753702 -0.20 -0.03 0.01 0.02
H -1.053161 1.088131 4.080090 0.00 0.30 -0.07 0.04
O -1.025936 -1.342125 -3.357806 -0.02 -0.03 0.42 -0.04
H -0.475697 -1.944853 -3.860887 -0.09 0.25 -0.58 0.06
H -1.167324 -0.508688 -3.810533 0.15 -0.13 -0.50 0.06
O -2.348294 -2.856097 2.945654 -0.08 0.20 0.07 -0.05
H -2.595192 -3.405581 2.194213 0.08 -0.04 -0.06 0.05
H -1.468271 -2.526306 2.732999 0.03 -0.13 -0.09 0.03
O -1.098234 -2.429335 -0.913958 -0.26 -1.12 0.34 -0.07
H -1.165829 -2.827407 -1.780039 -0.34 0.16 -0.14 0.03
H -1.496477 -1.557129 -0.970296 -0.31 0.02 -0.16 0.01
O 1.578544 2.849423 2.313198 -0.55 -0.39 1.00 -0.07
H 1.745712 3.767429 2.106794 0.28 -0.13 -0.56 0.03
H 1.893909 2.236817 1.641884 0.34 0.37 -0.64 -0.01
O -3.279650 -0.709272 1.069482 -0.13 0.10 0.22 -0.05
H -3.335173 0.183239 1.430918 0.09 0.07 -0.19 0.03
H -3.208430 -1.261715 1.858543 0.00 -0.22 -0.04 -0.01
```
Forces are in eV/Å.

Properties
total energy	-902.611934	Ha
LUMO level	-0.3583	eV
SMILES string	C/C=C/C[C@@H](C)N.O.O.O.O.O.O.O.O

Entry 2:
DFT (ωB97M-V/def2-TZVPD) results for a 8-piece molecular cluster, C6H29NO8 overall in a non-equilibrium geometry.

```
44
Properties=species:S:1:pos:R:3:forces:R:3:lowdin_charge:R:1
C 1.583426 -1.777430 -2.772753 0.12 -0.17 0.04 -0.08
C 0.505679 -0.699632 -2.665044 0.68 1.12 0.76 -0.41
C -0.913353 -1.168988 -2.805003 -1.47 -0.01 0.20 -0.08
C 0.772719 0.002959 -1.286326 -0.71 -0.93 -1.64 -0.22
N -0.123903 1.115610 -1.019410 0.79 -0.12 0.27 -0.05
C 0.567887 2.078566 -0.099291 -0.29 -0.19 -1.66 -0.18
C -0.378635 2.689079 0.890592 -0.55 0.29 0.77 -0.23
O -1.037289 1.673607 1.638675 -0.25 -0.19 0.10 -0.12
H 1.393949 -2.541956 -2.018771 0.04 -0.05 0.22 0.07
H 2.553377 -1.311489 -2.553899 -0.08 -0.24 -0.08 0.08
H 1.689200 -2.340816 -3.705871 -0.32 0.44 -0.13 0.08
H 0.722519 0.123183 -3.364438 -0.25 -0.41 -0.29 0.13
H -1.251951 -1.966091 -2.141241 0.80 -0.52 0.10 0.07
H -1.138078 -1.488537 -3.820251 -0.04 0.01 -0.12 0.08
H -1.685923 -0.431830 -2.506089 0.63 0.33 -0.56 0.07
H 0.697481 -0.824762 -0.567801 0.38 0.40 0.55 0.11
H 1.782431 0.393059 -1.401755 0.12 -0.10 0.53 0.11
H -1.008231 0.745033 -0.699004 0.10 0.17 0.49 0.07
H 1.439389 1.642712 0.381538 -0.28 -0.38 0.54 0.10
H 1.017787 2.765891 -0.827030 -0.17 0.66 0.55 0.12
H -1.160322 3.336408 0.475870 0.12 -0.05 -0.36 0.10
H 0.090381 3.345723 1.629857 0.43 -0.24 -0.25 0.12
H -1.833734 1.327010 1.148442 0.58 0.54 0.20 0.04
O 1.358932 -3.226675 1.153862 1.51 -0.10 0.27 -0.05
H 1.942324 -3.071368 1.913995 -0.72 0.29 0.56 0.05
H 2.064571 -3.456260 0.537141 -0.37 -0.19 -0.65 0.06
O -3.118558 1.041979 0.191283 -0.65 0.05 0.08 -0.04
H -3.925772 0.962888 0.716848 0.13 -0.10 -0.11 0.08
H -3.245963 1.827731 -0.373850 0.16 -0.12 -0.28 0.04
O 1.914771 1.673185 2.911630 0.37 0.40 -0.37 -0.04
H 2.501016 1.036891 3.337651 -0.27 -0.04 0.14 0.03
H 1.022196 1.543747 3.236062 -0.08 -0.26 0.27 0.02
O -2.462459 2.932580 -1.754052 -0.85 0.14 -0.02 -0.05
H -2.055206 2.325815 -2.384216 0.39 0.08 0.29 0.05
H -1.779550 3.261515 -1.163961 0.35 -0.16 -0.40 0.01
O -1.125946 -2.998399 0.252865 0.31 0.10 0.04 -0.09
H -0.922206 -3.729904 0.846352 -0.32 -0.14 -0.01 0.03
H -0.240180 -2.597366 0.246337 -0.43 0.12 -0.06 -0.02
O -0.365536 -0.519425 2.986363 -0.24 0.35 -0.39 -0.07
H -1.195497 -0.995867 2.879737 0.13 -0.28 0.15 0.05
H -0.501625 0.250971 2.379859 0.21 -0.21 0.38 0.01
O 2.301652 -1.220728 3.518285 -0.34 0.64 -0.32 -0.08
H 1.559489 -0.824219 4.000636 0.00 -0.57 0.49 0.02
H 1.988741 -0.904398 2.656178 0.33 -0.36 -0.29 0.02
```
Forces are in eV/Å.

Properties
total energy	-902.654179	Ha
LUMO level	0.3789	eV
SMILES string	CC(C)CNCCO.O.O.O.O.O.O.O

Entry 3:
DFT (ωB97M-V/def2-TZVPD) results for a 2-piece molecular cluster, C6H2BrF2O3 overall in a non-equilibrium geometry.

```
14
Properties=species:S:1:pos:R:3:forces:R:3:lowdin_charge:R:1
C -2.429817 1.003105 -0.005103 0.03 -2.46 -0.05 -0.13
C -2.342391 -0.374470 -0.058107 0.92 3.68 0.26 -0.17
C -1.079646 1.419317 -0.052424 0.25 0.07 0.19 -0.77
C -0.258493 0.316000 -0.138938 2.12 0.50 0.30 -0.09
C 2.261090 -1.722342 0.184156 0.31 -0.54 1.11 -0.69
C 2.164062 -0.142184 -0.088243 -1.95 0.44 0.10 -0.20
O 2.354250 -1.995887 1.397444 -0.24 0.68 -1.08 -0.02
O 2.311931 -2.393186 -0.838364 -0.13 0.20 -0.36 0.00
O -1.075988 -0.755839 -0.108844 1.16 -0.94 -0.52 -0.02
F 2.658116 0.355515 -1.201829 -0.47 -0.34 0.26 0.14
F 2.487175 0.652244 0.889721 -0.01 0.08 0.07 0.14
Br -0.633966 3.231020 0.159393 0.39 0.15 -0.13 0.65
H -3.373015 1.487907 0.073603 -0.19 0.76 -0.04 0.08
H -3.043306 -1.081206 -0.212462 -2.17 -2.28 -0.13 0.08
```
Forces are in eV/Å.

Properties
total energy	-3229.247222	Ha
total charge	-1
LUMO level	2.9737	eV

Entry 4:
DFT (ωB97M-V/def2-TZVPD) results for C6H2InNO7 as an isolated structure in a non-equilibrium geometry.

```
17
Properties=species:S:1:pos:R:3:forces:R:3:lowdin_charge:R:1
In -1.492841 -1.042366 -2.462189 0.25 0.06 0.54 1.16
N -1.791289 1.591923 -5.425933 0.36 -1.51 -0.09 -0.62
O -1.901672 0.700943 -6.272254 -0.13 -0.17 -0.32 0.24
O -1.426391 1.241499 -4.321019 0.67 -1.46 1.92 0.02
O -1.988991 2.720122 -5.612270 -0.90 3.17 -1.51 0.27
C 0.341097 -1.784667 2.430071 -1.26 -1.70 -2.69 0.17
C -0.014914 -1.331777 1.116938 0.04 1.54 -2.29 -0.26
C 0.477198 0.139678 0.668718 -2.49 -0.85 -0.96 -0.25
O 0.017933 0.566481 -0.406959 1.25 -0.74 1.47 -0.01
C 1.140656 0.941680 1.660303 -0.99 -0.51 -3.51 0.18
C 1.452411 0.374926 2.849897 2.75 3.47 6.44 -0.24
C 1.029330 -1.007799 3.285450 2.47 -0.82 6.02 -0.26
O 1.285624 -1.565784 4.451136 -0.52 3.08 -4.21 0.15
O 2.010713 1.220579 3.688798 -1.71 -3.63 -2.38 0.14
O -0.661841 -1.917576 0.251797 0.36 -0.04 1.05 -0.03
H 0.189855 -2.812726 2.724360 -0.38 -0.12 0.00 0.16
H 1.333121 1.964863 1.373156 0.22 0.22 0.52 0.17
```
Forces are in eV/Å.

Properties
multiplicity	2
total energy	-1000.752111	Ha
total charge	+1
LUMO level (spin up / spin down)	-8.3293 / -8.3297	eV

Entry 5:
DFT (ωB97M-V/def2-TZVPD) results for C6H2O5 as an isolated structure in a non-equilibrium geometry.

```
13
Properties=species:S:1:pos:R:3:forces:R:3:lowdin_charge:R:1
C 0.328718 -1.676769 0.753565 0.47 -1.21 -0.23 -0.31
C 2.280311 -0.402818 2.226271 2.24 -2.11 -0.63 -0.05
C -0.140824 0.439916 2.582123 -1.03 -0.84 -0.56 -0.39
C 1.086811 1.720998 1.651583 1.03 -0.39 0.80 -0.41
C -0.266305 -0.909788 -0.140530 -0.60 -2.28 -0.08 0.04
C 1.198873 0.298832 2.100339 0.55 1.90 0.24 -0.09
O 3.219336 -1.056517 2.102197 -0.71 0.90 0.67 0.29
O -0.958039 -0.242252 3.085911 -0.09 0.87 0.28 0.21
O 1.825410 2.586467 1.354754 -0.25 0.26 -0.63 0.21
O 0.860194 -2.499138 1.398807 -0.70 0.83 -0.51 0.16
O -0.244943 1.746372 1.969909 -1.22 0.20 0.65 0.16
H -0.861934 -1.656312 -0.784074 0.66 1.90 0.59 0.12
H -0.380035 0.142927 0.037880 -0.34 -0.02 -0.59 0.06
```
Forces are in eV/Å.

Properties
total energy	-605.942715	Ha
LUMO level	-0.6929	eV

Entry 6:
DFT (ωB97M-V/def2-TZVPD) results for a 8-piece molecular cluster, C6H31N2O7 overall in a non-equilibrium geometry.

```
46
Properties=species:S:1:pos:R:3:forces:R:3:lowdin_charge:R:1
C 2.378446 -0.533630 -2.739704 -1.07 -1.90 -0.26 -0.10
C 1.644165 0.197762 -1.630430 0.42 1.21 -1.73 -0.42
C 2.774675 0.980924 -0.939659 -1.44 1.02 0.46 -0.17
C 2.202186 2.043369 0.055012 2.11 -0.20 0.37 -0.19
C 1.362413 1.456063 1.194748 -1.96 0.82 0.75 -0.16
C -0.040524 2.194966 1.156315 -0.28 -1.10 -0.09 -0.15
N -0.948034 1.384558 0.246036 -0.01 -0.20 0.11 0.11
N 0.690356 -0.677045 -0.860762 0.77 1.66 -0.81 0.03
H 3.148473 -0.020681 -3.272643 0.27 0.97 -0.21 0.06
H 2.883901 -1.417629 -2.345395 -0.18 -0.25 0.06 0.08
H 1.622820 -0.837622 -3.473706 0.32 -0.37 -0.10 0.07
H 0.951726 0.913815 -2.240114 1.04 -0.69 1.50 0.14
H 3.540403 0.322908 -0.555204 -0.41 -0.75 1.42 0.11
H 3.500258 1.389040 -1.660498 -1.14 0.78 -0.43 0.11
H 1.663126 2.916986 -0.351473 0.04 -0.88 -0.75 0.10
H 3.088485 2.560332 0.444081 -0.04 -0.16 0.42 0.10
H 1.139447 0.367334 1.118831 0.50 0.89 0.05 0.10
H 1.698198 1.617257 2.235490 0.53 0.03 -0.68 0.11
H -0.566586 2.143400 2.110722 0.35 0.19 0.10 0.09
H 0.019940 3.253126 0.842046 -0.01 -0.65 0.03 0.11
H -1.325347 1.756797 -0.654058 0.32 0.54 0.14 0.06
H -1.798376 1.070672 0.746648 0.67 0.36 -0.18 0.06
H -0.379808 0.551842 -0.074959 -0.45 -0.25 -0.08 0.07
H 0.223617 -1.131138 -1.630903 -0.57 -0.67 0.41 0.07
H 1.075266 -1.350045 -0.207458 0.50 -0.11 -0.47 0.04
H -2.771656 1.147767 3.285728 0.51 -0.47 -0.07 0.06
H -3.768506 1.635796 2.333885 0.05 -0.22 -0.70 0.07
O -2.976164 1.071298 2.341594 -0.64 0.59 0.74 -0.08
H 1.332844 -3.328882 0.672763 0.29 0.19 0.03 -0.01
H 2.842919 -3.573328 0.683036 0.06 0.13 0.06 0.04
O 2.180565 -2.934308 0.966194 -0.17 -0.30 -0.05 -0.09
H -0.817732 -3.931140 -0.559468 0.39 -0.03 -0.33 0.07
H -0.943486 -3.107120 0.653509 0.16 0.65 -0.07 0.02
O -0.295517 -3.306718 -0.039662 -0.75 -0.74 0.18 -0.07
H -3.309035 0.369796 -1.946552 -0.37 0.07 -0.10 -0.02
H -3.830732 -0.695519 -0.930858 -0.13 -0.05 -0.27 0.02
O -3.096829 -0.103658 -1.130180 0.32 -0.17 0.65 -0.19
H -2.051800 2.861902 -2.674833 0.05 -0.35 0.23 0.04
H -1.917669 1.330754 -2.882117 0.09 0.12 0.03 -0.01
O -1.851818 2.031408 -2.192241 0.02 0.60 -0.71 -0.23
H -1.022374 -2.061815 2.784227 -0.43 0.67 -0.21 -0.02
H -0.051087 -2.630364 3.719610 0.18 0.35 0.47 0.04
O -0.617043 -1.848862 3.633937 0.29 -0.82 -0.22 -0.08
H -2.356768 -0.650956 1.087464 0.52 -0.01 -0.34 -0.01
H -3.047136 -1.826702 1.534832 0.40 -0.50 -0.08 0.07
O -2.180206 -1.602696 1.146152 -1.15 -0.01 0.73 -0.10
```
Forces are in eV/Å.

Properties
multiplicity	2
total energy	-883.247166	Ha
LUMO level (spin up / spin down)	0.1358 / 0.0953	eV

Entry 7:
DFT (ωB97M-V/def2-TZVPD) results for a 8-piece molecular cluster, C6H31N2O7 overall in a non-equilibrium geometry.

```
46
Properties=species:S:1:pos:R:3:forces:R:3:lowdin_charge:R:1
C 1.183254 0.805090 1.264941 0.56 0.42 -0.88 -0.11
N 1.919770 -0.335607 0.685814 1.62 1.15 1.57 0.19
C 2.745933 -0.080192 -0.472266 -0.65 -0.81 -0.55 -0.17
C 3.271912 -1.327302 -1.208694 -0.60 0.37 -0.69 -0.02
C -0.175526 1.001214 0.652385 -2.42 0.87 0.17 -0.08
N -1.223797 -0.079057 0.927682 1.86 0.00 -0.75 0.03
C -2.166284 0.064216 2.068830 -0.08 -0.07 0.88 -0.17
C -3.379667 0.890723 1.651342 0.79 1.22 0.13 -0.03
H 1.822740 1.626922 0.919193 -0.47 0.42 -0.28 0.13
H 1.284840 0.959991 2.338532 -0.46 -1.04 0.19 0.16
H 2.397835 -0.879412 1.410020 -0.39 -0.71 -0.30 0.18
H 3.576461 0.567156 -0.146207 -0.01 -0.06 0.37 0.18
H 2.154856 0.541756 -1.145030 0.04 0.22 0.02 0.13
H 2.983642 -2.304491 -0.823408 0.12 0.15 0.50 0.09
H 4.342040 -1.291867 -1.382724 0.04 -0.03 0.17 0.10
H 2.784778 -1.248197 -2.184138 0.32 -0.27 -0.17 0.09
H -0.201639 1.126713 -0.424192 0.51 -0.03 -0.23 0.12
H -0.628999 1.900272 1.059479 0.45 0.30 0.04 0.12
H -0.587542 -0.868229 0.932279 -0.94 -1.25 0.87 0.11
H -1.795147 -0.236241 0.096407 0.07 0.05 -0.11 0.14
H -2.393658 -0.929299 2.445759 -0.15 -0.11 -0.40 0.12
H -1.661247 0.540343 2.908721 0.33 0.04 -0.24 0.13
H -4.339010 0.411209 1.793608 0.00 -0.11 -0.18 0.09
H -3.250613 1.324061 0.653645 -0.32 -0.61 -0.29 0.09
H -3.337343 1.820443 2.222030 -0.47 -0.19 0.36 0.09
H -1.703519 -1.462244 -2.118347 0.45 0.11 0.05 0.02
H -2.227610 -2.063483 -3.312791 0.29 -0.07 -0.74 0.09
O -1.404490 -1.635316 -3.027096 -1.13 -0.29 0.10 -0.07
H -0.407204 0.779213 -3.016099 0.09 0.39 0.16 0.02
H -1.657448 0.474688 -3.647535 -0.59 0.20 0.13 0.04
O -1.321130 1.093828 -2.982623 0.62 -0.32 -0.06 -0.07
H 2.448828 4.033941 -1.089672 -0.05 0.05 0.11 0.08
H 1.370047 3.645419 -2.081188 -0.22 0.06 -0.12 0.07
O 1.641571 3.509528 -1.168345 0.22 -0.26 0.02 -0.04
H -1.004900 -2.799533 -0.719647 -0.51 -0.44 0.09 0.01
H -2.501857 -3.167421 -0.285896 0.16 -0.18 -0.06 0.08
O -1.843178 -2.467357 -0.309436 0.29 0.60 0.09 -0.07
H -0.131106 -3.104125 -2.604537 -0.20 0.06 -0.06 0.06
H 1.028970 -2.617909 -1.786394 0.61 0.22 -0.07 0.01
O 0.301096 -3.227747 -1.747336 -0.05 -0.41 0.30 -0.03
H 0.773220 -1.971564 3.540241 0.09 0.38 -0.01 0.06
H -0.409194 -2.787459 3.312996 -0.47 -0.02 -0.38 0.08
O -0.015893 -1.967906 2.982134 0.52 -0.29 0.31 -0.04
H 0.311978 4.512035 1.725795 0.04 0.14 -0.04 0.07
H 0.728601 3.569134 0.565624 0.09 0.63 -0.25 -0.01
O 0.695641 3.654071 1.526127 -0.05 -0.48 0.24 -0.05
```
Forces are in eV/Å.

Properties
multiplicity	2
total energy	-882.730496	Ha
total charge	+2
LUMO level (spin up / spin down)	-5.8465 / -10.9734	eV

Which value of total energy does entry 4 give? -1000.752111 Ha

Which formula does entry 6 have? C6H31N2O7

What is the total energy in the fourth record? -1000.752111 Ha

Look up the total energy of the fifth one. -605.942715 Ha